{"formula": "CHBrCl2O2S", "method": "wB97M-V/def2-TZVPD", "species": ["C", "O", "O", "S", "Cl", "Cl", "Br", "H"], "coordinates": [[1.21, 0.36, -0.50], [0.08, -0.14, -0.37], [-2.56, 0.22, 1.94], [-2.12, -0.96, 1.31], [1.60, 1.96, 0.25], [2.64, -0.87, -0.15], [-2.49, -1.09, -0.81], [1.64, 0.53, -1.66]], "nbo_charge": [0.10, -0.42, -0.78, 1.04, -0.05, -0.12, -0.09, 0.31], "charge": 0, "lumo_energy_ha": [-0.143, -0.065], "e_tot_ha": -4081.63844, "largest_force_ev_per_a": 3.547}

{"formula": "C47H91FO14", "method": "wB97M-V/def2-TZVPD", "species": ["C", "C", "C", "O", "C", "H", "H", "H", "H", "H", "H", "H", "H", "C", "C", "C", "O", "C", "H", "H", "H", "H", "H", "H", "H", "H", "C", "C", "C", "O", "C", "H", "H", "H", "H", "H", "H", "H", "H", "C", "C", "C", "O", "C", "H", "H", "H", "H", "H", "H", "H", "H", "C", "C", "C", "O", "C", "H", "H", "H", "H", "H", "H", "H", "H", "C", "C", "C", "O", "C", "H", "H", "H", "H", "H", "H", "H", "H", "C", "C", "C", "O", "C", "H", "H", "H", "H", "H", "H", "H", "H", "C", "C", "C", "O", "C", "H", "H", "H", "H", "H", "H", "H", "H", "C", "C", "C", "O", "C", "H", "H", "H", "H", "H", "H", "H", "H", "C", "C", "C", "O", "C", "H", "H", "H", "H", "H", "H", "H", "H", "C", "C", "C", "O", "C", "H", "H", "H", "H", "H", "H", "H", "H", "C", "C", "O", "C", "O", "O", "F", "H", "H", "H"], "coordinates": [[-7.46, 25.98, -5.36], [-7.76, 25.00, -6.50], [-8.21, 23.72, -5.84], [-8.86, 24.19, -4.73], [-8.11, 25.25, -4.14], [-7.93, 26.96, -5.46], [-6.41, 26.23, -5.22], [-6.92, 24.89, -7.18], [-8.56, 25.39, -7.13], [-7.41, 23.13, -5.39], [-8.86, 23.12, -6.47], [-7.46, 24.88, -3.35], [-8.94, 25.80, -3.69], [-10.66, 16.26, -6.95], [-11.35, 15.03, -6.49], [-12.73, 15.60, -6.12], [-12.57, 16.96, -5.93], [-11.21, 17.35, -6.02], [-10.90, 16.45, -8.00], [-9.58, 16.11, -6.92], [-10.78, 14.60, -5.67], [-11.41, 14.26, -7.25], [-13.12, 15.09, -5.23], [-13.40, 15.42, -6.96], [-10.68, 17.47, -5.08], [-11.09, 18.30, -6.54], [-7.73, 16.75, -4.91], [-7.61, 18.26, -5.02], [-6.62, 18.54, -3.96], [-5.88, 17.36, -3.72], [-6.79, 16.30, -3.81], [-7.57, 16.20, -5.84], [-8.72, 16.43, -4.59], [-8.55, 18.80, -5.11], [-7.11, 18.52, -5.95], [-7.18, 18.86, -3.09], [-5.96, 19.35, -4.28], [-7.28, 16.11, -2.86], [-6.30, 15.34, -3.99], [-11.55, 26.06, -5.85], [-12.72, 26.89, -6.37], [-13.80, 25.99, -5.93], [-13.34, 24.63, -6.11], [-11.94, 24.61, -6.20], [-11.54, 26.25, -4.78], [-10.57, 26.40, -6.19], [-12.70, 27.11, -7.44], [-12.71, 27.84, -5.83], [-14.72, 26.19, -6.49], [-14.14, 26.26, -4.93], [-11.60, 24.38, -7.21], [-11.43, 23.94, -5.51], [-13.71, 23.04, 2.84], [-12.35, 23.41, 2.21], [-12.17, 24.87, 2.50], [-13.47, 25.34, 2.92], [-14.19, 24.33, 3.55], [-13.71, 22.25, 3.59], [-14.37, 22.75, 2.03], [-12.34, 23.13, 1.16], [-11.48, 22.97, 2.71], [-11.84, 25.37, 1.59], [-11.46, 25.09, 3.29], [-15.24, 24.62, 3.57], [-14.06, 24.26, 4.63], [-14.33, 18.52, 3.10], [-12.94, 18.91, 3.60], [-12.16, 19.30, 2.38], [-13.03, 19.02, 1.30], [-14.37, 19.06, 1.69], [-15.07, 19.00, 3.73], [-14.39, 17.43, 3.05], [-12.41, 18.11, 4.12], [-12.97, 19.74, 4.31], [-11.25, 18.70, 2.33], [-11.94, 20.37, 2.38], [-14.90, 18.49, 0.93], [-14.68, 20.11, 1.62], [-7.53, 21.75, 1.23], [-8.99, 21.27, 0.86], [-8.67, 19.81, 0.43], [-7.62, 19.39, 1.24], [-6.77, 20.42, 1.57], [-7.44, 22.48, 2.03], [-7.08, 22.28, 0.39], [-9.46, 21.89, 0.09], [-9.59, 21.33, 1.77], [-8.46, 19.76, -0.64], [-9.42, 19.01, 0.44], [-5.90, 20.34, 0.92], [-6.52, 20.53, 2.62], [-12.97, 16.23, -2.41], [-12.92, 16.90, -1.06], [-12.94, 15.78, -0.01], [-12.76, 14.59, -0.72], [-13.34, 14.81, -2.05], [-11.98, 16.25, -2.87], [-13.64, 16.81, -3.04], [-13.70, 17.61, -0.81], [-12.01, 17.49, -0.95], [-13.84, 15.64, 0.57], [-12.13, 15.74, 0.72], [-14.42, 14.71, -1.96], [-12.93, 14.00, -2.64], [-17.26, 18.48, -3.50], [-17.98, 19.36, -2.56], [-16.80, 20.18, -2.04], [-15.95, 20.36, -3.17], [-15.96, 19.16, -3.91], [-17.88, 18.31, -4.38], [-17.02, 17.57, -2.94], [-18.45, 18.92, -1.68], [-18.71, 20.00, -3.05], [-16.15, 19.77, -1.27], [-17.03, 21.11, -1.52], [-15.05, 18.60, -3.67], [-16.01, 19.42, -4.97], [-14.34, 24.76, -0.55], [-15.43, 25.66, 0.04], [-15.39, 26.98, -0.78], [-14.14, 26.89, -1.49], [-14.00, 25.53, -1.81], [-14.77, 23.77, -0.69], [-13.51, 24.59, 0.13], [-15.01, 25.84, 1.03], [-16.41, 25.19, 0.11], [-15.37, 27.90, -0.20], [-16.27, 27.09, -1.42], [-13.02, 25.19, -2.14], [-14.67, 25.33, -2.65], [-11.01, 20.65, -3.30], [-12.08, 20.10, -2.47], [-12.56, 21.23, -1.52], [-11.78, 22.36, -1.88], [-11.32, 22.11, -3.21], [-10.79, 20.19, -4.27], [-10.02, 20.62, -2.84], [-11.62, 19.31, -1.88], [-12.97, 19.76, -3.01], [-12.43, 21.04, -0.45], [-13.63, 21.37, -1.62], [-10.46, 22.76, -3.34], [-12.14, 22.48, -3.84], [-10.25, 25.28, -0.76], [-8.94, 24.93, -0.14], [-8.23, 26.10, -0.33], [-9.06, 27.09, -0.15], [-8.75, 28.23, 0.09], [-10.33, 26.59, -0.28], [-8.50, 23.92, -0.85], [-11.12, 24.70, -0.46], [-10.16, 25.31, -1.84], [-8.98, 24.59, 0.89]], "lowdin_charge": [-0.13, -0.16, -0.24, -0.19, -0.16, 0.10, 0.10, 0.11, 0.10, 0.12, 0.13, 0.11, 0.10, -0.18, -0.17, -0.22, -0.13, -0.19, 0.12, 0.09, 0.11, 0.11, 0.11, 0.12, 0.09, 0.12, -0.17, -0.17, -0.23, -0.11, -0.21, 0.11, 0.09, 0.10, 0.11, 0.11, 0.13, 0.12, 0.12, -0.16, -0.18, -0.21, -0.11, -0.21, 0.11, 0.10, 0.12, 0.12, 0.12, 0.11, 0.12, 0.09, -0.13, -0.17, -0.18, -0.14, -0.22, 0.10, 0.10, 0.09, 0.10, 0.10, 0.12, 0.12, 0.11, -0.14, -0.16, -0.20, -0.17, -0.22, 0.11, 0.11, 0.11, 0.10, 0.12, 0.10, 0.11, 0.11, -0.15, -0.12, -0.21, -0.12, -0.21, 0.10, 0.09, 0.09, 0.09, 0.10, 0.11, 0.12, 0.12, -0.17, -0.17, -0.22, -0.15, -0.17, 0.11, 0.10, 0.09, 0.09, 0.11, 0.12, 0.12, 0.12, -0.18, -0.17, -0.21, -0.15, -0.19, 0.11, 0.11, 0.12, 0.12, 0.10, 0.12, 0.10, 0.12, -0.16, -0.14, -0.16, -0.13, -0.23, 0.11, 0.07, 0.09, 0.11, 0.12, 0.11, 0.11, 0.12, -0.17, -0.15, -0.17, -0.15, -0.20, 0.11, 0.11, 0.10, 0.11, 0.10, 0.10, 0.11, 0.12, -0.08, -0.37, 0.18, -0.54, 0.17, 0.07, 0.10, 0.12, 0.14, 0.18], "charge": 0, "lumo_energy_ha": 0.017, "e_tot_ha": -2998.33699, "largest_force_ev_per_a": 3.215}